[1]
48
Properties=species:S:1:pos:R:3 method="wB97M-V/def2-TZVPD" orbital_gap_ev=5.77 molar_mass_g_mol=909.8 energy_ha=-2132.295337 de_lowest_kj_mol=0.00
Pt 2.78 -1.61 1.01
I 3.72 -3.95 -0.30
C 1.84 -4.76 0.29
I 0.82 -3.13 1.37
H 2.02 -5.62 0.92
H 1.29 -5.03 -0.60
C 0.58 3.39 1.18
C 0.94 3.48 -0.29
N 1.59 2.29 -0.83
C 2.87 2.02 -0.42
C 3.53 0.89 -0.70
C 4.70 0.54 0.18
O 5.67 1.26 0.28
O 4.52 -0.55 0.88
C 2.98 -0.06 -1.65
O 3.60 -0.96 -2.19
C 1.52 0.11 -1.84
C 0.79 -0.99 -2.29
C -0.55 -1.05 -2.06
F -1.26 -2.15 -2.43
C -1.19 -0.06 -1.32
C -0.52 1.11 -1.05
C 0.85 1.21 -1.29
N -2.36 -0.35 -0.58
C -3.54 0.47 -0.53
C -3.72 0.82 0.98
N -2.92 -0.17 1.78
C -3.20 -1.57 1.31
C -2.56 -1.69 -0.08
H 0.10 4.32 1.50
H 1.47 3.23 1.79
H -0.08 2.55 1.40
H 1.65 4.30 -0.44
H 0.08 3.70 -0.92
H 3.32 2.77 0.22
H 1.33 -1.82 -2.73
H -1.01 1.85 -0.43
H -4.42 -0.04 -0.93
H -3.38 1.38 -1.10
H -4.75 0.78 1.32
H -3.30 1.80 1.21
H -3.10 -0.07 2.77
H -1.91 -0.01 1.61
H -4.28 -1.69 1.30
H -2.77 -2.26 2.03
H -3.19 -2.32 -0.71
H -1.58 -2.15 0.01
Te 1.04 -0.19 2.35

[2]
96
Properties=species:S:1:pos:R:3 method="wB97M-V/def2-TZVPD" orbital_gap_ev=6.14 total_charge=-1 molar_mass_g_mol=989.8 energy_ha=-2799.592229 de_lowest_kj_mol=269.47
Bi -0.27 0.39 -0.20
O -0.34 2.76 0.79
C 0.70 3.49 0.49
C 0.52 4.91 0.26
C 1.56 5.69 -0.20
C 2.84 5.13 -0.50
C 3.08 3.78 -0.17
C 2.06 2.98 0.40
C 2.45 1.68 0.77
N 1.61 0.73 1.11
N 2.07 -0.33 1.82
C 1.08 -1.20 2.09
O -0.02 -1.17 1.50
C 1.29 -2.23 3.08
C 0.21 -2.70 3.79
C 0.42 -3.63 4.83
C 1.78 -4.00 5.03
C 2.88 -3.60 4.23
C 2.62 -2.73 3.18
H -0.42 5.34 0.53
H 1.49 6.79 -0.22
H 3.61 5.75 -0.89
H 4.12 3.43 -0.22
H 3.50 1.48 0.66
H -0.78 -2.28 3.66
H -0.37 -3.99 5.52
H 1.98 -4.64 5.87
H 3.86 -4.05 4.42
H 3.39 -2.31 2.48
C -4.01 -2.32 -0.72
C -3.02 -1.59 -0.13
N -1.77 -1.48 -0.69
C -1.45 -2.22 -1.82
C -2.38 -3.11 -2.35
C -3.72 -3.10 -1.83
C -1.90 -4.02 -3.34
C -0.60 -4.03 -3.79
C 0.32 -3.05 -3.36
C -0.04 -2.25 -2.22
N 0.82 -1.44 -1.58
C 2.09 -2.00 -1.32
C 3.29 -1.24 -1.51
C 4.52 -1.86 -1.43
C 4.61 -3.23 -1.18
C 3.50 -3.96 -0.86
C 3.64 -5.30 -0.49
C 2.54 -6.13 -0.48
C 1.30 -5.50 -0.73
N 1.12 -4.20 -0.79
C 2.19 -3.43 -1.00
H -4.90 -2.44 -0.16
H -3.13 -1.14 0.88
H -4.56 -3.50 -2.33
H -2.55 -4.79 -3.69
H -0.25 -4.86 -4.36
H 1.37 -3.17 -3.62
H 3.15 -0.19 -1.77
H 5.44 -1.19 -1.48
H 5.59 -3.73 -1.20
H 4.66 -5.68 -0.33
H 2.67 -7.13 -0.21
H 0.36 -6.01 -0.75
O 0.69 1.54 -2.20
C 0.55 2.29 -3.22
C 1.67 2.34 -4.15
C 1.67 3.16 -5.21
C 0.63 4.10 -5.29
C -0.44 4.09 -4.45
C -0.56 3.17 -3.39
C -1.75 3.19 -2.56
N -2.15 2.21 -1.69
C -3.40 2.56 -1.18
C -3.69 3.81 -1.62
N -2.72 4.18 -2.52
H 2.45 1.65 -3.92
H 2.47 3.15 -5.96
H 0.67 4.91 -6.08
H -1.20 4.91 -4.49
H -4.00 1.88 -0.59
H -4.48 4.46 -1.28
H -2.63 5.07 -3.01
C -3.63 3.36 5.08
N -3.42 2.17 4.24
C -3.83 0.82 4.69
C -3.46 0.12 3.29
O -3.62 -1.10 3.17
N -2.95 0.98 2.39
C -2.92 2.19 3.00
N -2.33 3.30 2.49
H -4.23 2.93 5.89
H -4.11 4.18 4.54
H -2.68 3.63 5.58
H -4.89 0.74 4.92
H -3.22 0.44 5.56
H -1.64 3.21 1.69
H -2.66 4.19 2.81

[3]
14
Properties=species:S:1:pos:R:3 method="wB97M-V/def2-TZVPD" orbital_gap_ev="7.42 / 7.42" molar_mass_g_mol=117.2 energy_ha=-684.678665 de_lowest_kj_mol=337.14
C 1.04 2.05 -0.04
C -0.11 1.45 0.25
C 0.75 -1.55 -0.35
C -0.61 0.37 -0.56
N 0.13 -2.28 0.51
O 1.84 -1.51 -0.89
S -2.24 -0.11 -0.41
H 1.26 2.91 0.54
H 1.88 1.61 -0.48
H -0.77 1.94 0.89
H -0.31 0.39 -1.67
H -0.83 -2.18 0.48
H 0.43 -3.16 0.85
H -2.44 0.07 0.87

[4]
14
Properties=species:S:1:pos:R:3 method="wB97M-V/def2-TZVPD" orbital_gap_ev=4.67 total_charge=-2 molar_mass_g_mol=207.2 energy_ha=-1429.689995 de_lowest_kj_mol=13.26
C -2.39 -0.08 0.26
C -1.05 -0.79 -0.06
N 1.62 -0.56 0.28
O 2.75 1.46 0.06
O 3.55 -0.53 -1.43
O 0.57 1.29 -1.25
O 0.37 1.53 1.19
F -1.20 -1.65 -1.25
F -0.72 -1.70 0.98
S 3.16 -0.11 -0.06
S 0.99 0.84 0.05
H -2.53 -0.37 1.39
H -2.05 0.98 0.35
H -3.08 -0.32 -0.51

[5]
150
Properties=species:S:1:pos:R:3 method="wB97M-V/def2-TZVPD" smiles="CCB(O)[C@@H]1COS(=O)(=O)C[C@]1(CCCF)CC(=O)O.O=S1(=O)OCCO1.O=S1(=O)OCCO1.O=S1(=O)OCCO1.O=S1(=O)OCCO1.O=S1(=O)OCCO1.O=S1(=O)OCCO1.O=S1(=O)OCCO1.O=S1(=O)OCCO1.O=S1(=O)OCCO1.O=S1(=O)OCCO1" orbital_gap_ev=9.83 molar_mass_g_mol=1551.3 energy_ha=-9182.880675
C 0.03 -2.00 -2.66
C 0.51 -2.33 -4.10
B -0.26 -1.50 -5.21
O -1.62 -1.36 -4.97
C 0.41 -0.91 -6.53
C 1.79 -1.51 -6.82
O 2.01 -1.59 -8.24
S 1.89 -0.21 -9.04
O 1.40 -0.56 -10.35
O 3.14 0.51 -9.06
C 0.65 0.84 -8.26
C 0.41 0.64 -6.71
C -0.97 1.31 -6.46
C -1.14 2.20 -5.22
C -1.43 1.46 -3.92
F -1.76 2.40 -2.95
C 1.61 1.39 -6.07
C 1.89 1.17 -4.61
O 1.65 2.03 -3.78
O 2.49 0.03 -4.23
H -0.41 -1.01 -2.56
H 0.84 -2.18 -1.95
H -0.76 -2.70 -2.40
H 0.21 -3.37 -4.31
H 1.59 -2.31 -4.21
H -2.15 -1.81 -5.65
H -0.21 -1.28 -7.36
H 2.60 -1.00 -6.30
H 1.81 -2.54 -6.47
H -0.28 0.71 -8.80
H 1.01 1.86 -8.42
H -1.16 1.98 -7.31
H -1.78 0.58 -6.49
H -0.34 2.93 -5.10
H -2.04 2.81 -5.40
H -2.32 0.84 -4.07
H -0.59 0.87 -3.56
H 2.51 1.11 -6.64
H 1.48 2.45 -6.24
H 2.44 0.00 -3.27
O -0.09 -1.84 0.62
S -1.37 -2.42 0.45
O -2.35 -1.87 -0.42
O -2.03 -2.60 1.90
C -2.34 -3.98 2.15
C -1.32 -4.74 1.34
O -1.19 -3.97 0.12
H -3.36 -4.17 1.81
H -2.27 -4.19 3.21
H -1.63 -5.75 1.11
H -0.36 -4.76 1.84
O -3.73 -3.04 -6.04
S -4.58 -3.28 -4.92
O -5.27 -2.23 -4.28
O -3.76 -4.13 -3.84
C -4.44 -5.36 -3.56
C -5.18 -5.69 -4.84
O -5.64 -4.42 -5.32
H -5.13 -5.19 -2.73
H -3.72 -6.13 -3.28
H -6.02 -6.35 -4.68
H -4.51 -6.12 -5.59
O 0.68 7.04 -7.40
S 1.16 5.96 -6.61
O 1.11 4.62 -7.09
O 0.46 6.03 -5.18
C 1.46 6.10 -4.15
C 2.63 6.81 -4.80
O 2.65 6.27 -6.14
H 1.72 5.08 -3.84
H 1.07 6.65 -3.29
H 3.57 6.61 -4.31
H 2.47 7.89 -4.86
O -3.91 -0.79 4.63
S -4.66 0.29 4.09
O -4.96 1.44 4.87
O -6.02 -0.30 3.48
C -6.14 0.05 2.10
C -4.70 0.15 1.62
O -4.01 0.76 2.72
H -6.66 1.00 2.02
H -6.70 -0.72 1.57
H -4.60 0.76 0.72
H -4.27 -0.84 1.43
O 0.70 -5.94 3.04
S 1.67 -6.78 3.65
O 1.30 -8.01 4.26
O 2.52 -5.89 4.66
C 3.92 -5.94 4.32
C 3.92 -6.15 2.82
O 2.84 -7.07 2.59
H 4.38 -6.77 4.85
H 4.40 -5.01 4.61
H 4.85 -6.59 2.47
H 3.72 -5.23 2.28
O 3.25 -2.18 3.20
S 3.81 -1.00 2.64
O 5.21 -0.88 2.41
O 3.30 0.26 3.48
C 2.62 1.19 2.63
C 2.04 0.33 1.52
O 3.05 -0.66 1.27
H 3.36 1.90 2.24
H 1.86 1.73 3.19
H 1.84 0.89 0.61
H 1.13 -0.17 1.84
O -2.14 3.56 9.34
S -2.60 2.30 9.80
O -2.50 1.93 11.17
O -1.95 1.15 8.90
C -2.97 0.35 8.30
C -4.15 1.29 8.14
O -4.12 2.09 9.34
H -3.20 -0.48 8.97
H -2.63 -0.05 7.34
H -5.10 0.77 8.07
H -4.03 1.94 7.28
O 6.77 -8.11 5.23
S 5.96 -8.35 6.37
O 5.18 -7.32 6.95
O 6.87 -9.03 7.50
C 6.30 -10.29 7.90
C 5.58 -10.79 6.66
O 5.01 -9.60 6.09
H 5.61 -10.11 8.72
H 7.09 -10.96 8.22
H 4.80 -11.50 6.89
H 6.28 -11.22 5.94
O -3.74 7.19 14.48
S -2.43 6.81 14.09
O -1.28 7.30 14.76
O -2.28 7.06 12.52
C -1.92 5.85 11.84
C -2.53 4.75 12.69
O -2.34 5.21 14.04
H -0.83 5.77 11.81
H -2.31 5.85 10.83
H -2.04 3.79 12.55
H -3.60 4.65 12.51
O 3.13 12.82 -7.47
S 2.63 11.53 -7.13
O 2.67 11.04 -5.80
O 3.29 10.45 -8.11
C 2.27 9.73 -8.82
C 1.12 10.71 -8.93
O 1.12 11.40 -7.67
H 2.00 8.86 -8.23
H 2.65 9.41 -9.79
H 0.17 10.21 -9.08
H 1.29 11.44 -9.73

[6]
29
Properties=species:S:1:pos:R:3 method="wB97M-V/def2-TZVPD" smiles=CCc1ccccc1.CCC orbital_gap_ev=9.87 molar_mass_g_mol=150.3 energy_ha=-429.887102 de_lowest_kj_mol=140.50
C 1.12 -0.27 -2.76
C 0.29 -0.15 -1.51
C 0.43 1.24 -0.93
C 1.65 1.44 -0.29
C 2.08 2.69 0.20
C 1.29 3.80 -0.11
C 0.13 3.58 -0.89
C -0.40 2.32 -1.17
H 2.11 0.12 -2.57
H 0.79 0.35 -3.60
H 1.24 -1.32 -3.01
H -0.73 -0.41 -1.76
H 0.59 -0.87 -0.75
H 2.15 0.51 -0.07
H 2.85 2.62 0.92
H 1.50 4.83 0.13
H -0.38 4.39 -1.37
H -1.37 2.45 -1.64
C -2.18 -2.19 0.93
C -1.36 -1.89 2.22
C -0.67 -3.14 2.77
H -3.26 -2.25 1.05
H -1.96 -1.36 0.26
H -1.97 -3.14 0.44
H -0.61 -1.16 1.96
H -2.08 -1.58 3.00
H -0.83 -3.43 3.80
H -0.87 -3.99 2.08
H 0.44 -3.14 2.68